Entry 1:
The following is a quantum chemistry calculation of an isolated molecule of C22H24FN5O4S, from the OMol25 dataset.

Last column: Löwdin charge in e.
CARTESIAN COORDINATES (ANGSTROEM)
C (1.171, -2.348, -3.618)  -0.049
C (2.467, -2.104, -2.852)  -0.217
O (2.470, -0.865, -2.157)  -0.072
C (1.850, -0.761, -0.953)  -0.197
C (1.142, -1.781, -0.329)  -0.006
C (0.541, -1.600, 0.899)  -0.159
S (-0.479, -2.971, 1.489)  0.700
O (-0.293, -3.153, 2.893)  -0.255
O (-0.210, -4.074, 0.611)  -0.284
N (-2.072, -2.562, 1.244)  -0.221
C (-2.595, -1.498, 2.066)  -0.176
C (-2.442, -0.160, 1.413)  -0.021
C (-2.194, -0.005, 0.112)  -0.183
C (-1.933, 1.325, -0.468)  -0.177
C (-1.024, 1.490, -1.513)  -0.026
C (-0.737, 2.742, -2.024)  0.001
C (-1.381, 3.844, -1.493)  -0.275
F (-1.118, 5.066, -1.992)  0.065
C (-2.303, 3.717, -0.469)  0.002
C (-2.571, 2.459, 0.036)  -0.020
C (-2.125, -1.191, -0.818)  -0.108
C (-2.529, -2.496, -0.122)  -0.169
C (0.662, -0.402, 1.601)  -0.253
O (0.061, -0.323, 2.802)  -0.073
C (0.313, 0.788, 3.650)  -0.219
C (1.711, 0.755, 4.255)  -0.049
C (1.353, 0.633, 0.979)  0.068
C (1.914, 0.472, -0.281)  -0.111
N (2.529, 1.596, -0.840)  -0.022
C (2.992, 1.863, -2.090)  -0.122
N (3.437, 3.089, -2.112)  0.026
N (3.255, 3.575, -0.889)  -0.036
N (2.723, 2.722, -0.128)  0.049
H (1.278, -3.240, -4.228)  0.082
H (0.959, -1.502, -4.269)  0.082
H (0.330, -2.489, -2.944)  0.061
H (3.299, -2.011, -3.555)  0.128
H (2.680, -2.929, -2.164)  0.125
H (1.028, -2.757, -0.771)  0.108
H (-2.047, -1.530, 3.009)  0.112
H (-3.653, -1.706, 2.277)  0.135
H (-2.497, 0.691, 2.073)  0.115
H (-0.516, 0.634, -1.930)  0.105
H (-0.028, 2.873, -2.827)  0.117
H (-2.799, 4.593, -0.085)  0.119
H (-3.304, 2.354, 0.820)  0.113
H (-2.782, -1.012, -1.673)  0.134
H (-1.108, -1.288, -1.202)  0.083
H (-2.109, -3.360, -0.637)  0.116
H (-3.619, -2.592, -0.104)  0.135
H (0.132, 1.729, 3.117)  0.122
H (-0.435, 0.685, 4.441)  0.129
H (1.866, -0.196, 4.758)  0.087
H (1.815, 1.561, 4.976)  0.082
H (2.474, 0.869, 3.488)  0.071
H (1.462, 1.603, 1.437)  0.109
H (2.986, 1.178, -2.908)  0.117

Calculated values
charge = 0

Entry 2:
The following is a quantum chemistry calculation of C38H42N3O2P2RhS2Si2 as an isolated structure, from the OMol25 dataset.

Last column: Löwdin charge in e.
CARTESIAN COORDINATES (ANGSTROEM)
Rh (1.309, -0.286, 0.055)  0.767
C (-0.513, -0.399, 4.773)  -0.165
Si (1.014, -0.533, 3.685)  0.335
C (1.972, -2.057, 4.172)  -0.162
C (2.047, 1.009, 3.944)  -0.161
N (0.511, -0.638, 2.035)  -0.326
P (-0.740, -1.341, 1.351)  0.683
C (-0.193, -1.437, -0.276)  -0.473
P (-0.240, -0.916, -1.902)  0.653
N (1.218, -0.330, -2.117)  -0.328
Si (2.556, -0.813, -3.098)  0.323
C (2.079, -0.783, -4.913)  -0.174
C (3.128, -2.536, -2.644)  -0.169
C (3.926, 0.427, -2.818)  -0.168
C (-0.770, -2.234, -3.023)  -0.289
C (-1.184, -1.962, -4.325)  -0.093
C (-1.564, -2.998, -5.162)  -0.076
C (-1.532, -4.309, -4.704)  -0.079
C (-1.119, -4.587, -3.409)  -0.074
C (-0.740, -3.550, -2.568)  -0.078
C (-1.449, 0.404, -2.149)  -0.291
C (-1.013, 1.715, -2.285)  -0.096
C (-1.936, 2.747, -2.369)  -0.075
C (-3.294, 2.472, -2.308)  -0.084
C (-3.735, 1.163, -2.170)  -0.082
C (-2.813, 0.129, -2.100)  -0.085
C (-1.124, -2.977, 2.024)  -0.281
C (-0.323, -4.031, 1.576)  -0.088
C (-0.483, -5.302, 2.101)  -0.074
C (-1.440, -5.529, 3.082)  -0.078
C (-2.232, -4.486, 3.537)  -0.072
C (-2.075, -3.210, 3.012)  -0.100
C (-2.249, -0.353, 1.477)  -0.283
C (-3.515, -0.916, 1.315)  -0.096
C (-4.647, -0.124, 1.414)  -0.082
C (-4.520, 1.241, 1.629)  -0.083
C (-3.262, 1.813, 1.755)  -0.069
C (-2.128, 1.015, 1.697)  -0.079
H (-0.211, -0.362, 5.824)  0.032
H (-1.176, -1.261, 4.658)  0.007
H (-1.088, 0.505, 4.558)  0.026
H (2.288, -2.030, 5.218)  0.033
H (2.864, -2.154, 3.549)  0.017
H (1.353, -2.947, 4.029)  0.020
H (2.155, 1.206, 5.013)  0.035
H (1.573, 1.878, 3.483)  0.021
H (3.052, 0.893, 3.533)  0.009
H (1.406, -1.602, -5.172)  0.011
H (2.972, -0.883, -5.535)  0.030
H (1.591, 0.158, -5.177)  0.030
H (2.345, -3.276, -2.844)  0.018
H (3.371, -2.584, -1.580)  0.022
H (4.019, -2.825, -3.206)  0.031
H (3.553, 1.444, -2.953)  0.031
H (4.734, 0.269, -3.538)  0.034
H (4.358, 0.351, -1.815)  -0.008
H (-1.209, -0.938, -4.682)  0.115
H (-1.885, -2.784, -6.173)  0.106
H (-1.832, -5.116, -5.359)  0.104
H (-1.098, -5.608, -3.052)  0.105
H (-0.422, -3.753, -1.552)  0.087
H (0.051, 1.911, -2.331)  0.073
H (-1.593, 3.768, -2.480)  0.105
H (-4.014, 3.279, -2.370)  0.102
H (-4.795, 0.947, -2.123)  0.105
H (-3.155, -0.895, -2.001)  0.113
H (0.433, -3.841, 0.823)  0.096
H (0.145, -6.113, 1.755)  0.106
H (-1.564, -6.521, 3.497)  0.104
H (-2.971, -4.661, 4.308)  0.106
H (-2.688, -2.397, 3.384)  0.099
H (-3.617, -1.975, 1.113)  0.108
H (-5.628, -0.567, 1.302)  0.105
H (-5.405, 1.861, 1.691)  0.104
H (-3.162, 2.879, 1.914)  0.107
H (-1.140, 1.446, 1.819)  0.082
O (5.714, -0.378, 0.089)  -0.275
S (4.874, 0.052, 1.164)  0.645
O (4.771, -0.767, 2.335)  -0.276
N (3.357, 0.408, 0.590)  -0.204
C (3.056, 1.676, 0.732)  -0.778
S (1.473, 2.075, 0.288)  0.727
C (4.123, 2.518, 1.313)  -0.219
C (4.131, 3.875, 1.576)  -0.008
C (5.277, 4.420, 2.141)  -0.057
C (6.381, 3.625, 2.432)  -0.058
C (6.372, 2.259, 2.168)  -0.022
C (5.227, 1.736, 1.610)  -0.212
H (3.267, 4.485, 1.349)  0.117
H (5.314, 5.479, 2.359)  0.108
H (7.261, 4.076, 2.872)  0.109
H (7.226, 1.635, 2.393)  0.125

Calculated values
charge = 0

no.,LUMO level (eV),gap between HOMO and LUMO (eV),F_max (eV Å⁻¹)
1,-0.10,8.517,1.53
2,-0.44,7.374,0.61